(1)
{
  "formula": "C26H30N4O3",
  "method": "the ωB97M-V functional and the def2-TZVPD basis",
  "symbols": ["C", "C", "N", "C", "C", "C", "O", "C", "N", "C", "C", "C", "O", "C", "O", "N", "C", "C", "N", "C", "C", "C", "C", "C", "C", "C", "C", "C", "C", "C", "C", "C", "C", "H", "H", "H", "H", "H", "H", "H", "H", "H", "H", "H", "H", "H", "H", "H", "H", "H", "H", "H", "H", "H", "H", "H", "H", "H", "H", "H", "H", "H", "H"],
  "coordinates": [[0.2351, -1.0994, 5.9524], [0.1446, -0.9120, 4.4378], [1.2959, -0.2011, 3.9214], [2.4761, -1.0028, 3.6275], [2.5373, -1.3717, 2.1479], [1.3703, 1.1189, 3.6748], [2.3904, 1.6628, 3.2958], [0.0910, 1.9480, 3.8727], [-0.9269, 1.5888, 2.9167], [-0.7369, 0.8562, 1.8012], [-1.9358, 0.6464, 1.1461], [-2.1318, -0.1653, -0.0270], [-3.1790, -0.2665, -0.6442], [-0.9025, -1.0010, -0.3924], [-0.3565, -1.6911, 0.4594], [-0.4770, -0.9507, -1.6645], [-1.0423, -0.0957, -2.6901], [-0.6364, -0.5980, -4.0724], [0.8006, -0.5704, -4.2100], [1.4126, -0.4851, -5.4399], [2.7742, -0.1733, -5.5394], [3.3903, -0.0772, -6.7709], [2.6742, -0.2755, -7.9390], [1.3259, -0.5760, -7.8542], [0.7002, -0.6856, -6.6279], [1.5538, -0.8477, -3.0070], [0.7151, -1.6826, -2.0464], [-2.9364, 1.3342, 1.9169], [-4.3111, 1.4962, 1.7815], [-4.9782, 2.2252, 2.7431], [-4.3041, 2.7880, 3.8285], [-2.9412, 2.6377, 3.9858], [-2.2645, 1.9057, 3.0200], [1.1268, -1.6599, 6.2215], [-0.6355, -1.6429, 6.3087], [0.2754, -0.1364, 6.4566], [0.1046, -1.8849, 3.9413], [-0.7778, -0.3895, 4.1899], [3.3583, -0.4169, 3.8971], [2.4416, -1.9009, 4.2452], [3.3419, -2.0816, 1.9759], [1.5984, -1.8130, 1.8183], [2.7320, -0.4797, 1.5571], [-0.3003, 1.8186, 4.8865], [0.3759, 2.9992, 3.7421], [0.2411, 0.5155, 1.5244], [-0.6822, 0.9340, -2.5599], [-2.1301, -0.0956, -2.6081], [-1.0463, -1.6082, -4.2270], [-1.0779, 0.0673, -4.8188], [3.3532, 0.0154, -4.6488], [4.4424, 0.1651, -6.8170], [3.1591, -0.1962, -8.8998], [0.7513, -0.7380, -8.7550], [-0.3463, -0.9452, -6.5989], [2.4564, -1.4099, -3.2617], [1.8582, 0.0842, -2.5063], [1.2734, -1.9075, -1.1344], [0.4368, -2.6311, -2.5201], [-4.8249, 1.0581, 0.9412], [-6.0451, 2.3685, 2.6603], [-4.8619, 3.3536, 4.5598], [-2.4255, 3.0787, 4.8256]],
  "lowdin_charge": [-0.061, -0.198, -0.071, -0.191, -0.066, -0.465, 0.069, -0.024, -0.034, 0.029, -0.070, -0.266, 0.096, -0.379, 0.053, -0.025, -0.110, -0.145, -0.101, -0.230, -0.036, -0.096, -0.113, -0.096, -0.035, -0.139, -0.105, -0.095, -0.006, -0.086, -0.091, -0.014, -0.164, 0.070, 0.076, 0.072, 0.131, 0.113, 0.122, 0.116, 0.075, 0.052, 0.074, 0.128, 0.144, 0.136, 0.141, 0.119, 0.134, 0.127, 0.099, 0.102, 0.095, 0.102, 0.096, 0.125, 0.133, 0.124, 0.140, 0.110, 0.101, 0.100, 0.106],
  "charge": 0
}

=====

(2)
{
  "formula": "C26H30N4O7S",
  "method": "the ωB97M-V functional and the def2-TZVPD basis",
  "symbols": ["C", "O", "C", "O", "C", "C", "C", "C", "C", "O", "N", "C", "C", "N", "C", "C", "O", "C", "C", "C", "S", "C", "C", "O", "N", "C", "C", "C", "C", "O", "C", "C", "C", "O", "C", "N", "C", "C", "H", "H", "H", "H", "H", "H", "H", "H", "H", "H", "H", "H", "H", "H", "H", "H", "H", "H", "H", "H", "H", "H", "H", "H", "H", "H", "H", "H", "H", "H"],
  "coordinates": [[-4.9636, -3.7797, 0.6078], [-3.6471, -3.3721, 0.2696], [-3.2056, -2.2142, 0.7707], [-3.8599, -1.5142, 1.5084], [-1.8292, -1.8976, 0.3147], [-1.0935, -2.8087, -0.4576], [0.1732, -2.4838, -0.8783], [0.7199, -1.2369, -0.5654], [2.0575, -0.8800, -1.0243], [2.8079, -1.6241, -1.6226], [2.4454, 0.4306, -0.7219], [3.7305, 0.9081, -1.1924], [4.7516, 1.1024, -0.0562], [5.8682, 0.1892, -0.1873], [7.0282, 0.6172, 0.5752], [8.1917, -0.3304, 0.2809], [7.8713, -1.6578, 0.6173], [6.7309, -2.0796, -0.0958], [5.5294, -1.1774, 0.1781], [1.6094, 1.2601, -0.0425], [2.0928, 2.9330, 0.1458], [0.4584, 3.6342, 0.5154], [-0.5591, 3.0549, -0.4747], [-0.2904, 2.9165, -1.6475], [-1.7461, 2.7768, 0.1037], [-2.8181, 2.0467, -0.4310], [-2.8948, 1.6250, -1.7491], [-3.9570, 0.8527, -2.1742], [-4.9720, 0.5019, -1.2891], [-5.9748, -0.2718, -1.7959], [-7.0499, -0.6118, -0.9553], [-4.9152, 0.9349, 0.0319], [-3.8392, 1.6902, 0.4664], [-3.6745, 2.1207, 1.7572], [-4.5127, 1.5714, 2.7513], [0.4670, 0.9327, 0.4529], [-0.0210, -0.3138, 0.1928], [-1.2916, -0.6697, 0.6542], [-5.6447, -3.5054, -0.2003], [-5.2802, -3.3007, 1.5366], [-4.9450, -4.8619, 0.7237], [-1.5300, -3.7610, -0.7109], [0.7682, -3.1690, -1.4630], [4.1114, 0.1653, -1.8961], [3.5664, 1.8512, -1.7192], [5.1461, 2.1190, -0.1027], [4.2408, 0.9916, 0.9181], [7.3002, 1.6304, 0.2716], [6.8253, 0.6131, 1.6613], [9.0665, -0.0633, 0.8766], [8.4411, -0.2655, -0.7889], [6.5264, -3.1012, 0.2276], [6.9434, -2.0722, -1.1749], [4.6892, -1.5212, -0.4248], [5.2573, -1.2460, 1.2477], [0.2075, 3.4183, 1.5519], [0.5679, 4.7085, 0.3642], [-1.8424, 2.9133, 1.1011], [-2.1067, 1.8925, -2.4322], [-4.0167, 0.5085, -3.1933], [-7.7092, -1.2360, -1.5571], [-6.7159, -1.1755, -0.0781], [-7.5984, 0.2772, -0.6262], [-5.6894, 0.6664, 0.7285], [-4.1051, 1.9147, 3.7012], [-4.4958, 0.4794, 2.7142], [-5.5404, 1.9339, 2.6514], [-1.8557, 0.0202, 1.2586]],
  "lowdin_charge": [-0.034, -0.032, -0.432, 0.098, -0.095, 0.003, 0.015, -0.047, -0.347, 0.071, 0.020, -0.135, -0.190, -0.176, -0.174, -0.202, -0.133, -0.190, -0.156, -0.557, 1.044, -0.338, -0.564, 0.053, 0.144, -0.165, 0.005, 0.000, -0.272, -0.082, -0.089, 0.034, -0.221, -0.093, -0.067, 0.108, -0.173, 0.080, 0.092, 0.091, 0.095, 0.117, 0.122, 0.129, 0.108, 0.114, 0.122, 0.123, 0.132, 0.124, 0.126, 0.127, 0.129, 0.102, 0.136, 0.079, 0.088, 0.138, 0.107, 0.118, 0.095, 0.081, 0.098, 0.100, 0.096, 0.081, 0.097, 0.121],
  "charge": 0
}

=====

(3)
{
  "formula": "C26H30N6O4",
  "method": "the ωB97M-V functional and the def2-TZVPD basis",
  "symbols": ["C", "O", "C", "C", "C", "C", "N", "C", "O", "C", "C", "N", "C", "C", "C", "C", "C", "C", "C", "O", "C", "C", "C", "N", "N", "N", "N", "C", "C", "C", "C", "C", "O", "C", "C", "C", "H", "H", "H", "H", "H", "H", "H", "H", "H", "H", "H", "H", "H", "H", "H", "H", "H", "H", "H", "H", "H", "H", "H", "H", "H", "H", "H", "H", "H", "H"],
  "coordinates": [[6.0886, 0.6277, -1.6030], [5.6024, 1.9450, -1.5319], [4.4421, 2.1689, -0.8519], [4.0119, 3.5062, -0.8189], [2.8629, 3.8622, -0.1590], [2.1006, 2.8899, 0.4942], [0.9657, 3.2117, 1.1853], [0.1386, 2.3222, 1.8221], [-0.8639, 2.7126, 2.4016], [0.5581, 0.9216, 1.7502], [-0.3871, -0.0741, 2.3606], [-1.0698, -0.9586, 1.4080], [-0.7628, -2.3774, 1.5369], [0.6425, -2.7711, 1.1452], [1.6626, -2.7902, 2.0832], [2.9735, -3.0602, 1.7231], [3.2718, -3.3186, 0.3996], [2.2660, -3.3411, -0.5529], [0.9490, -3.0826, -0.1908], [-0.1031, -3.1282, -1.0580], [0.1389, -3.4462, -2.4052], [-1.0839, -0.5109, 0.0271], [-1.5546, 0.8857, -0.1148], [-0.9729, 1.8329, -0.8197], [-1.7430, 2.9087, -0.7064], [-2.7546, 2.6745, 0.0200], [-2.6826, 1.4049, 0.4178], [-3.6943, 0.7632, 1.1969], [-4.8427, 0.2726, 0.2961], [-5.4834, 1.3928, -0.5470], [-4.9942, 1.0975, -1.9662], [-4.7891, -0.4142, -1.9141], [-4.3223, -0.6931, -0.6093], [1.6970, 0.5783, 1.1084], [2.5160, 1.5486, 0.4589], [3.6919, 1.1994, -0.2179], [7.0093, 0.6834, -2.1817], [6.3099, 0.2266, -0.6084], [5.3808, -0.0350, -2.1117], [4.6125, 4.2426, -1.3283], [2.5396, 4.8920, -0.1428], [0.6448, 4.1727, 1.1681], [0.1463, -0.6858, 3.0897], [-1.1545, 0.5007, 2.8973], [-1.4769, -2.9136, 0.9074], [-0.9434, -2.6513, 2.5799], [1.4292, -2.5920, 3.1196], [3.7515, -3.0643, 2.4712], [4.2896, -3.5200, 0.0991], [2.5205, -3.5659, -1.5767], [0.5852, -4.4403, -2.5124], [-0.8377, -3.4382, -2.8870], [0.7822, -2.7022, -2.8863], [-1.7799, -1.1637, -0.5111], [-0.1011, -0.5625, -0.4677], [-3.2377, -0.0947, 1.6943], [-4.0712, 1.4794, 1.9290], [-5.5875, -0.2096, 0.9460], [-6.5699, 1.3280, -0.4947], [-5.1684, 2.3767, -0.2058], [-4.0476, 1.6028, -2.1583], [-5.7080, 1.3925, -2.7310], [-5.7396, -0.9395, -2.0899], [-4.0427, -0.7826, -2.6200], [2.0088, -0.4564, 1.0684], [3.9802, 0.1596, -0.2242]],
  "lowdin_charge": [-0.093, -0.088, -0.274, 0.008, -0.001, -0.185, 0.176, -0.450, 0.038, -0.115, -0.102, -0.135, -0.120, -0.139, -0.057, -0.094, -0.088, -0.018, -0.232, -0.105, -0.075, -0.110, -0.291, 0.087, -0.024, 0.058, -0.040, -0.059, -0.293, -0.126, -0.147, -0.193, -0.112, 0.054, -0.135, 0.039, 0.092, 0.095, 0.094, 0.119, 0.116, 0.166, 0.119, 0.118, 0.128, 0.129, 0.113, 0.102, 0.104, 0.102, 0.097, 0.096, 0.100, 0.128, 0.126, 0.124, 0.142, 0.147, 0.113, 0.098, 0.100, 0.111, 0.122, 0.121, 0.110, 0.107],
  "charge": 0
}

=====

(4)
{
  "formula": "C26H30N6OSTl",
  "method": "the ωB97M-V functional and the def2-TZVPD basis",
  "symbols": ["Tl", "N", "C", "O", "C", "C", "H", "H", "H", "H", "H", "H", "C", "N", "C", "C", "N", "C", "S", "C", "C", "C", "C", "C", "N", "H", "H", "H", "H", "H", "H", "H", "H", "H", "N", "N", "H", "H", "H", "H", "C", "C", "C", "C", "C", "C", "C", "C", "C", "C", "C", "C", "C", "C", "H", "H", "H", "H", "H", "H", "H", "H", "H", "H", "H"],
  "coordinates": [[1.2580, -0.8888, -0.3615], [1.2432, 1.8945, -3.8627], [1.5377, 1.0173, -2.8868], [1.6224, 1.3692, -1.7100], [1.7542, -0.4177, -3.3302], [2.3994, -1.2867, -2.2716], [1.0866, 2.8601, -3.6293], [1.1507, 1.6047, -4.8198], [2.3881, -0.3827, -4.2229], [0.7847, -0.8197, -3.6389], [3.4225, -0.9809, -2.0612], [2.3499, -2.3465, -2.4990], [4.3389, -2.0610, 4.3049], [3.0579, -1.3682, 4.2520], [2.5987, -0.4641, 5.1953], [1.3742, -0.0784, 4.8247], [1.0647, -0.7670, 3.6449], [2.1369, -1.5549, 3.2794], [2.3925, -2.5466, 1.9352], [-0.1826, -0.6896, 2.9645], [-1.2661, 0.1071, 3.5739], [-2.3147, 0.4234, 2.8198], [-2.3543, 0.0075, 1.3856], [-1.4520, -1.2050, 1.0549], [-0.2783, -1.3238, 1.8825], [4.8653, -1.7369, 5.1978], [4.9347, -1.8254, 3.4267], [4.1814, -3.1358, 4.3387], [3.1911, -0.1610, 6.0420], [0.7158, 0.6368, 5.2790], [-1.2306, 0.3685, 4.6216], [-3.1416, 0.9878, 3.2390], [-3.3749, -0.1380, 1.0330], [-1.9153, -2.1856, 0.9533], [4.3777, -0.1162, 0.8895], [3.1163, 0.5322, 0.5960], [4.7931, -0.3535, -0.0044], [4.1229, -1.0084, 1.3102], [3.2947, 1.2496, -0.0994], [2.8510, 1.0303, 1.4385], [-3.3463, 3.9968, -1.9186], [-2.1972, 3.3674, -2.3838], [-1.6131, 2.3501, -1.6456], [-2.1773, 1.9328, -0.4435], [-3.3200, 2.5735, 0.0215], [-3.9010, 3.6023, -0.7115], [-1.5238, 0.8397, 0.3558], [-1.0581, -0.5138, -0.2697], [-1.6847, -1.1107, -1.4978], [-2.8877, -0.6462, -2.0370], [-3.4612, -1.2533, -3.1487], [-2.8557, -2.3458, -3.7483], [-1.6867, -2.8556, -3.1976], [-1.1174, -2.2477, -2.0902], [-3.8064, 4.7902, -2.4930], [-1.7634, 3.6687, -3.3302], [-0.7194, 1.8517, -2.0049], [-3.7733, 2.2634, 0.9575], [-4.7876, 4.0979, -0.3365], [-0.6829, 1.2868, 0.8900], [-3.4082, 0.1868, -1.5822], [-4.3947, -0.8636, -3.5381], [-3.2931, -2.8077, -4.6246], [-1.2205, -3.7306, -3.6353], [-0.2151, -2.6798, -1.6726]],
  "lowdin_charge": [1.068, 0.199, -0.537, -0.047, -0.199, -0.239, 0.123, 0.120, 0.126, 0.116, 0.040, 0.047, -0.022, -0.115, -0.023, -0.023, 0.030, -0.672, 0.688, -0.256, 0.012, 0.007, -0.180, -0.248, 0.069, 0.097, 0.080, 0.094, 0.134, 0.118, 0.102, 0.122, 0.156, 0.164, -0.025, -0.105, 0.071, -0.036, 0.079, 0.089, -0.080, -0.067, -0.035, -0.205, -0.031, -0.069, -0.169, -0.245, -0.209, -0.013, -0.059, -0.076, -0.071, -0.079, 0.106, 0.101, 0.087, 0.109, 0.108, 0.149, 0.111, 0.111, 0.108, 0.111, 0.082],
  "charge": 1
}

=====

Electronic energy for every record listed, in sequence, given in hartree: -1453.5395; -2152.6932; -1638.2309; -1982.9371.
Molar mass for every record listed, in sequence, given in Da: 446.55; 542.61; 490.56; 679.02.